Entry 1:
Formula: C44H83BClNO30P
Source: OMol25
Level of theory: ωB97M-V/def2-TZVPD

Last columns: bonded neighbours and bond lengths (Å).
Cartesian coordinates (Å):
1 C 2.916 -0.359 3.319  C2 1.611, H25 1.157, H26 1.155, H27 1.140
2 C 1.987 0.461 2.289  C1 1.611, B3 1.641, H28 1.140, H29 1.155
3 B 1.907 -0.238 0.807  C2 1.641, O4 1.461, C5 1.620
4 O 0.553 -0.404 0.282  B3 1.461, H30 0.985
5 C 3.244 -0.741 0.043  B3 1.620, C6 1.613, N18 1.500, H31 1.158
6 C 3.831 0.484 -0.825  C5 1.613, C7 1.606, C12 1.620, H32 1.160
7 C 4.077 1.822 0.030  C6 1.606, C8 1.614, H33 1.156, H34 1.148
8 C 4.990 2.860 -0.803  C7 1.614, C9 1.617, H35 1.155, H36 1.143
9 C 6.475 2.246 -0.982  C8 1.617, O10 1.472, H37 1.160, H38 1.145
10 O 6.638 1.793 -2.373  C9 1.472, C11 1.471
11 C 7.795 0.887 -2.290  O10 1.471, H39 1.148, H40 1.156, H41 1.147
12 C 2.781 0.732 -2.034  C6 1.620, C13 1.607, H42 1.157, H43 1.153
13 C 2.332 -0.594 -2.823  C12 1.607, C14 1.604, H44 1.147, H45 1.149
14 C 2.193 -1.926 -1.941  C13 1.604, P15 1.931, N18 1.503, H46 1.150
15 P 2.488 -3.385 -3.170  C14 1.931, O16 1.723, Cl17 2.134
16 O 1.929 -4.852 -2.459  P15 1.723, H47 0.987
17 Cl 4.584 -3.623 -3.492  P15 2.134
18 N 3.113 -2.005 -0.754  C5 1.500, C14 1.503, C19 1.507, H48 1.049
19 C 2.871 -3.202 0.128  N18 1.507, C20 1.541, C24 1.569
20 C 1.492 -3.676 0.627  C19 1.541, C21 1.543, H49 1.154
21 C 1.333 -4.883 1.575  C20 1.543, C22 1.544, H50 1.146
22 C 2.584 -5.659 2.041  C21 1.544, C23 1.546, H51 1.145
23 C 3.984 -5.255 1.526  C22 1.546, C24 1.558, H52 1.147
24 C 4.127 -4.030 0.574  C19 1.569, C23 1.558, H53 1.141
25 H 4.013 -0.057 3.108  C1 1.157
26 H 2.686 0.068 4.367  C1 1.155
27 H 2.744 -1.485 3.284  C1 1.140
28 H 2.320 1.547 2.190  C2 1.140
29 H 0.927 0.486 2.748  C2 1.155
30 H -0.067 -0.585 1.026  O4 0.985
31 H 4.032 -0.953 0.865  C5 1.158
32 H 4.825 0.101 -1.282  C6 1.160
33 H 3.103 2.396 0.273  C7 1.156
34 H 4.635 1.582 1.005  C7 1.148
35 H 4.558 3.046 -1.857  C8 1.155
36 H 5.059 3.882 -0.296  C8 1.143
37 H 6.503 1.273 -0.350  C9 1.160
38 H 7.302 2.964 -0.649  C9 1.145
39 H 8.155 0.627 -3.348  C11 1.148
40 H 8.668 1.461 -1.796  C11 1.156
41 H 7.565 -0.060 -1.685  C11 1.147
42 H 1.892 1.380 -1.674  C12 1.157
43 H 3.339 1.397 -2.793  C12 1.153
44 H 3.075 -0.777 -3.677  C13 1.147
45 H 1.307 -0.390 -3.301  C13 1.149
46 H 1.088 -2.033 -1.641  C14 1.150
47 H 1.106 -5.152 -2.913  O16 0.987
48 H 4.065 -2.180 -1.157  N18 1.049
49 H 0.590 -3.045 0.281  C20 1.154
50 H 0.269 -5.139 1.916  C21 1.146
51 H 2.457 -6.531 2.772  C22 1.145
52 H 4.913 -5.838 1.861  C23 1.147
53 H 5.178 -3.762 0.218  C24 1.141
54 C -3.906 -7.109 -4.287  O55 1.428, H60 1.091, H61 1.092, H62 1.092
55 O -2.691 -6.580 -3.755  C54 1.428, C56 1.343
56 C -2.585 -6.674 -2.419  O55 1.343, O57 1.205, O58 1.346
57 O -3.404 -7.150 -1.674  C56 1.205
58 O -1.402 -6.142 -2.060  C56 1.346, C59 1.426
59 C -1.146 -6.169 -0.657  O58 1.426, H63 1.092, H64 1.093, H65 1.091
60 H -3.880 -6.979 -5.370  C54 1.091
61 H -3.990 -8.176 -4.070  C54 1.092
62 H -4.768 -6.566 -3.895  C54 1.092
63 H -1.117 -7.198 -0.290  C59 1.092
64 H -1.896 -5.586 -0.116  C59 1.093
65 H -0.169 -5.716 -0.489  C59 1.091
66 C -3.028 -2.910 3.217  O67 1.428, H72 1.091, H73 1.092, H74 1.092
67 O -1.812 -2.366 3.733  C66 1.428, C68 1.346
68 C -1.697 -2.449 5.072  O67 1.346, O69 1.206, O70 1.344
69 O -2.509 -2.927 5.824  C68 1.206
70 O -0.519 -1.905 5.422  C68 1.344, C71 1.428
71 C -0.258 -1.923 6.826  O70 1.428, H75 1.092, H76 1.092, H77 1.090
72 H -3.014 -2.791 2.132  C66 1.091
73 H -3.102 -3.975 3.446  C66 1.092
74 H -3.890 -2.369 3.612  C66 1.092
75 H -0.220 -2.949 7.198  C71 1.092
76 H -1.010 -1.343 7.365  C71 1.092
77 H 0.716 -1.461 6.990  C71 1.090
78 C -0.505 -5.151 -5.760  O79 1.426, H84 1.091, H85 1.092, H86 1.093
79 O -0.190 -4.134 -6.709  C78 1.426, C80 1.345
80 C 0.593 -4.549 -7.721  O79 1.345, O81 1.206, O82 1.343
81 O 1.023 -5.665 -7.872  C80 1.206
82 O 0.810 -3.502 -8.534  C80 1.343, C83 1.427
83 C 1.633 -3.798 -9.662  O82 1.427, H87 1.092, H88 1.092, H89 1.090
84 H -1.138 -4.707 -4.991  C78 1.091
85 H -1.058 -5.963 -6.235  C78 1.092
86 H 0.404 -5.529 -5.284  C78 1.093
87 H 1.164 -4.557 -10.292  C83 1.092
88 H 2.625 -4.122 -9.341  C83 1.092
89 H 1.740 -2.883 -10.246  C83 1.090
90 C -3.768 -1.200 8.645  O91 1.427, H96 1.091, H97 1.092, H98 1.092
91 O -3.452 -0.016 9.377  C90 1.427, C92 1.344
92 C -4.253 1.029 9.110  O91 1.344, O93 1.207, O94 1.343
93 O -5.178 1.035 8.335  C92 1.207
94 O -3.844 2.067 9.859  C92 1.343, C95 1.427
95 C -4.611 3.257 9.678  O94 1.427, H99 1.092, H100 1.092, H101 1.090
96 H -3.059 -1.975 8.939  C90 1.091
97 H -4.776 -1.545 8.885  C90 1.092
98 H -3.664 -1.028 7.571  C90 1.092
99 H -5.653 3.091 9.964  C95 1.092
100 H -4.544 3.605 8.645  C95 1.092
101 H -4.193 4.025 10.330  C95 1.090
102 C 6.004 3.764 -4.301  O103 1.428, H108 1.091, H109 1.093, H110 1.087
103 O 5.778 5.161 -4.489  C102 1.428, C104 1.344
104 C 6.876 5.920 -4.342  O103 1.344, O105 1.207, O106 1.343
105 O 7.984 5.521 -4.075  C104 1.207
106 O 6.527 7.201 -4.544  C104 1.343, C107 1.428
107 C 7.604 8.130 -4.419  O106 1.428, H111 1.092, H112 1.092, H113 1.091
108 H 5.053 3.248 -4.443  C102 1.091
109 H 6.714 3.386 -5.040  C102 1.093
110 H 6.356 3.565 -3.292  C102 1.087
111 H 8.378 7.924 -5.162  C107 1.092
112 H 8.021 8.103 -3.409  C107 1.092
113 H 7.208 9.129 -4.601  C107 1.091
114 C 6.998 10.135 -8.317  O115 1.427, H120 1.091, H121 1.092, H122 1.092
115 O 7.555 10.939 -7.278  C114 1.427, C116 1.344
116 C 7.338 12.258 -7.425  O115 1.344, O117 1.206, O118 1.344
117 O 6.735 12.780 -8.329  C116 1.206
118 O 7.910 12.891 -6.387  C116 1.344, C119 1.427
119 C 7.758 14.309 -6.411  O118 1.427, H123 1.092, H124 1.092, H125 1.090
120 H 7.234 9.094 -8.096  C114 1.091
121 H 5.912 10.244 -8.349  C114 1.092
122 H 7.441 10.392 -9.282  C114 1.092
123 H 6.702 14.585 -6.367  C119 1.092
124 H 8.231 14.733 -7.300  C119 1.092
125 H 8.257 14.713 -5.530  C119 1.090
126 C -9.222 -0.705 1.129  O127 1.428, H132 1.090, H133 1.092, H134 1.092
127 O -8.003 -0.165 1.640  C126 1.428, C128 1.343
128 C -7.881 -0.246 2.975  O127 1.343, O129 1.206, O130 1.348
129 O -8.692 -0.721 3.731  C128 1.206
130 O -6.696 0.295 3.321  C128 1.348, C131 1.429
131 C -6.431 0.276 4.725  O130 1.429, H135 1.092, H136 1.092, H137 1.091
132 H -9.211 -0.586 0.045  C126 1.090
133 H -9.298 -1.770 1.359  C126 1.092
134 H -10.081 -0.161 1.528  C126 1.092
135 H -6.396 -0.751 5.097  C131 1.092
136 H -7.179 0.858 5.267  C131 1.092
137 H -5.454 0.734 4.887  C131 1.091
138 C -6.232 -7.089 6.856  O139 1.427, H144 1.091, H145 1.092, H146 1.092
139 O -5.888 -5.929 6.099  C138 1.427, C140 1.344
140 C -6.938 -5.315 5.526  O139 1.344, O141 1.206, O142 1.344
141 O -8.090 -5.660 5.605  C140 1.206
142 O -6.478 -4.249 4.850  C140 1.344, C143 1.427
143 C -7.490 -3.494 4.185  O142 1.427, H147 1.092, H148 1.093, H149 1.090
144 H -5.311 -7.501 7.271  C138 1.091
145 H -6.896 -6.827 7.683  C138 1.092
146 H -6.692 -7.845 6.216  C138 1.092
147 H -8.203 -3.088 4.905  C143 1.092
148 H -8.001 -4.107 3.438  C143 1.093
149 H -7.006 -2.662 3.674  C143 1.090
150 C -6.312 2.344 1.649  O151 1.429, H156 1.090, H157 1.092, H158 1.090
151 O -5.966 3.508 0.897  C150 1.429, C152 1.343
152 C -7.013 4.127 0.328  O151 1.343, O153 1.207, O154 1.344
153 O -8.168 3.785 0.407  C152 1.207
154 O -6.551 5.196 -0.343  C152 1.344, C155 1.427
155 C -7.563 5.956 -1.002  O154 1.427, H159 1.092, H160 1.092, H161 1.091
156 H -5.394 1.927 2.061  C150 1.090
157 H -6.974 2.604 2.477  C150 1.092
158 H -6.774 1.594 1.007  C150 1.090
159 H -8.275 6.358 -0.279  C155 1.092
160 H -8.075 5.347 -1.751  C155 1.092
161 H -7.077 6.790 -1.509  C155 1.091

Computed properties:
total energy: -132366.8965 eV
frontier orbital gap: 9.01 eV
charge: +1
multiplicity: 1



Entry 2:
Formula: CHFIPS
Source: OMol25
Level of theory: ωB97M-V/def2-TZVPD

Last columns: bonded neighbours and bond lengths (Å).
Cartesian coordinates (Å):
1 C 0.224 -0.840 0.323  F2 1.330, P3 1.893, S4 1.632
2 F -0.713 -1.741 0.601  C1 1.330
3 P -0.720 0.372 -0.784  C1 1.893, I5 2.429
4 S 1.727 -0.840 0.958  C1 1.632
5 I -1.731 1.965 0.746  P3 2.429
6 H 1.214 1.086 -1.844  no bonds

Computed properties:
total energy: -31991.6753 eV
frontier orbital gap: 7.28 eV
charge: 0
ΔE to the lowest compared entry with this formula, charge and spin: 86.46 kcal per mole
multiplicity: 1



no.,LUMO energy (eV),HOMO level (eV)
1,-2.927,-11.94
2,-1.700,-8.98